No. 1
Below is a cluster of 2 separate species, C6H13ClF2N6O4PS in total in a non-equilibrium geometry, with properties calculated with ωB97M-V/def2-TZVPD.

```
34
Properties=species:S:1:pos:R:3
C -1.73070 1.01406 -0.79617
S -0.32298 0.45874 -1.67597
O 0.05360 1.39508 -2.69003
O -0.48119 -0.91730 -2.03733
C 0.93197 0.47779 -0.38367
N 0.68918 -0.15968 0.74932
C 1.79741 0.02853 1.47203
N 1.98407 -0.44868 2.69745
F 3.24870 -0.16957 3.16816
P 0.94267 -1.41329 3.83897
O -0.46587 -0.87553 3.34325
Cl 1.08656 -3.18272 2.84161
N 2.69737 0.75345 0.79166
N 2.12106 1.05283 -0.41327
C 2.81045 1.82206 -1.44199
C 3.02410 3.27939 -1.06153
F 4.28986 3.41630 -0.52012
H -1.49276 1.93515 -0.26921
H -2.05528 0.23946 -0.09974
H -2.48427 1.18389 -1.56367
H -0.77736 -1.18795 2.47885
H 3.62777 1.04484 1.05600
H 3.79061 1.37250 -1.60604
H 2.24737 1.72587 -2.36345
H 2.29058 3.62081 -0.33038
H 2.93864 3.90788 -1.94602
C -3.78393 -2.15754 -0.10824
O -3.58381 -1.18554 0.61859
N -2.96657 -2.39487 -1.17175
N -4.79430 -3.03806 0.10957
H -3.02990 -3.17869 -1.79366
H -2.23513 -1.72318 -1.30752
H -5.39777 -2.86494 0.89184
H -4.97019 -3.83108 -0.47750
```

## Properties
**HOMO**: -12.56 eV
**Net charge**: +1

No. 2
Below is a structure of composition CH17MnO15P in a non-equilibrium geometry, with properties calculated with ωB97M-V/def2-TZVPD.

```
35
Properties=species:S:1:pos:R:3
O -1.24018 2.46952 1.98882
H -0.45145 1.91629 1.74228
H -1.41040 3.18934 1.22961
H -1.99812 1.87470 2.03921
Mn 1.16402 2.26152 -0.94616
C 0.11253 0.00090 -0.06417
O -0.01454 -1.16162 0.44063
O 0.20856 1.06456 0.62254
O 0.54881 0.29902 -1.23043
P -0.45081 4.36421 -0.53391
O -0.53346 3.18152 -1.55613
O -0.28812 5.71502 -1.24539
O 0.88729 3.94047 0.14828
O -1.70354 4.22505 0.32773
O -0.22044 -0.13794 -3.92450
H -1.12675 -0.44231 -3.82911
H 0.00304 0.21930 -3.04723
O 1.93758 -3.37025 0.16611
H 2.71609 -2.91136 -0.16093
H 1.19444 -2.87214 -0.19873
O 2.68260 -0.58653 1.66494
H 1.92348 -0.82509 1.11630
H 2.39371 0.19102 2.15190
O -1.26892 -3.01975 2.19663
H -0.40132 -3.29281 2.50899
H -1.07512 -2.40159 1.47315
O -1.97377 -1.97650 -1.57339
H -2.34439 -2.78358 -1.20640
H -1.59979 -1.51089 -0.80591
O 1.89074 -2.01777 -2.69326
H 1.33908 -1.41958 -2.16411
H 1.25906 -2.56408 -3.16649
O -0.56898 -0.28943 3.11255
H -1.30662 -0.89509 3.23138
H -0.28431 -0.43416 2.18519
```

## Properties
**⟨S²⟩**: 8.76
**HOMO (spin up / spin down)**: -1.28 / -1.48 eV
**Net charge**: -2
**2S+1**: 6
**Relative energy (zero: lowest compared OMol25 entry of this formula, charge and spin)**: 17.6 kcal per mole

No. 3
Below is a cluster of 2 separate species, C4H10O3 in total in a non-equilibrium geometry, with properties calculated with ωB97M-V/def2-TZVPD.

```
17
Properties=species:S:1:pos:R:3
C 1.32966 1.26943 -1.47287
C 0.55997 0.62180 -0.32929
O 0.74768 -0.80409 -0.56501
C -0.93105 0.87571 -0.44269
C -1.65322 0.43088 0.77979
O -1.19019 -0.42584 1.48093
H 1.61776 2.29713 -1.28474
H 2.16560 0.68099 -1.83397
H 0.64643 1.30360 -2.31275
H 0.97617 0.77896 0.66378
H 0.53801 -1.22374 0.28165
H -1.28505 0.48018 -1.39652
H -1.08718 1.94486 -0.64784
H -2.68907 0.75697 0.98154
O 0.34865 -2.81530 2.24041
H 0.50120 -3.54688 1.63504
H -0.59537 -2.62465 2.22253
```

## Properties
**HOMO**: -9.91 eV
**SMILES**: C[C@H](O)CC=O.O
**Net charge**: 0
**Relative energy (zero: lowest compared OMol25 entry of this formula, charge and spin)**: 30.1 kcal per mole